# C23H29I2NO3RuS3Tl

A molecular structure, C23H29I2NO3RuS3Tl (ωB97M-V with the def2-TZVPD basis set, the Open Molecules 2025 dataset).

XYZ file:
```
63
Properties=species:S:1:pos:R:3:lowdin_spin:R:1
I -1.603 3.995 1.321 1.042
I -3.315 4.524 -0.830 1.110
Tl -2.877 0.524 -2.357 0.007
Ru -0.948 0.019 0.038 1.595
S -3.086 0.831 0.226 0.060
S -0.776 1.775 -1.460 0.047
C -1.239 -1.241 1.247 -0.003
C -4.561 -0.180 0.845 0.012
C 0.582 1.778 -2.717 0.004
C -5.857 0.463 0.371 0.001
C -4.502 -1.627 0.390 0.004
C -4.403 -0.043 2.351 0.002
C 0.202 2.760 -3.825 0.000
C 0.862 0.416 -3.330 0.001
C 1.771 2.314 -1.927 0.003
C -4.785 -0.427 -2.690 -0.001
C -2.243 0.531 -4.458 -0.016
O -1.434 -2.024 2.112 -0.017
O -5.718 -0.961 -3.144 -0.001
O -2.163 0.381 -5.594 -0.002
H -6.000 0.375 -0.710 0.000
H -5.869 1.521 0.646 0.001
H -6.705 -0.037 0.871 0.000
H -4.625 -1.715 -0.699 0.000
H -5.330 -2.166 0.893 0.001
H -3.552 -2.080 0.693 0.001
H -3.447 -0.480 2.658 0.000
H -5.224 -0.548 2.880 0.000
H -4.399 1.023 2.596 0.001
H 1.068 2.899 -4.496 0.000
H -0.057 3.725 -3.378 0.001
H -0.647 2.402 -4.416 0.000
H 1.747 0.523 -3.991 0.000
H 0.010 0.049 -3.919 0.000
H 1.088 -0.317 -2.550 0.001
H 2.657 2.433 -2.571 0.001
H 1.992 1.625 -1.102 0.000
H 1.487 3.276 -1.487 0.000
N 1.031 -0.433 0.035 0.110
S 1.703 -1.303 1.284 0.015
C 3.094 -2.211 0.645 0.028
C 3.105 -3.574 0.972 0.285
C 4.158 -4.387 0.560 0.181
C 5.193 -3.824 -0.205 -0.001
C 5.168 -2.469 -0.564 0.258
C 4.099 -1.662 -0.143 0.229
C 2.281 -0.092 2.471 0.006
C 3.332 0.766 2.187 0.001
C 3.762 1.669 3.177 0.003
C 3.105 1.688 4.412 0.000
C 2.022 0.839 4.679 0.001
C 1.604 -0.053 3.690 0.002
H 1.627 -0.356 -0.786 0.005
H 2.265 -3.955 1.560 0.009
H 4.175 -5.440 0.833 0.005
H 6.035 -4.445 -0.529 -0.003
H 5.971 -2.024 -1.159 0.008
H 4.047 -0.601 -0.409 0.007
H 3.794 0.713 1.198 0.000
H 4.604 2.327 2.961 0.000
H 3.453 2.384 5.188 0.000
H 1.510 0.858 5.632 0.000
H 0.761 -0.730 3.826 0.000
```

Properties
HOMO level (alpha / beta)   -0.6325 / -0.6742 Ha
E_tot   -3229.8166 Ha
<S²>   8.8305
Spin multiplicity   6
Charge   +4
Frontier orbital gap (alpha / beta)   3.8 / 2.7 eV

# C23H29N3O3

C23H29N3O3 in the gas phase (ωB97M-V with the def2-TZVPD basis set, the Open Molecules 2025 dataset).

XYZ file:
```
58
Properties=species:S:1:pos:R:3:lowdin_charge:R:1
C 3.360 0.829 2.202 -0.053
C 3.433 0.961 0.693 -0.301
C 2.515 2.037 0.105 -0.118
N 2.350 1.616 -1.282 -0.034
C 1.757 2.326 -2.273 -0.444
O 1.683 1.896 -3.412 0.070
C 1.201 3.680 -1.872 -0.061
C 0.524 4.378 -3.040 -0.220
C -0.813 3.766 -3.475 -0.113
C -1.891 4.647 -2.816 -0.167
N -1.190 5.898 -2.591 0.080
C 0.167 5.800 -2.621 -0.473
O 0.950 6.677 -2.321 0.062
C 2.899 0.284 -1.530 -0.065
C 3.058 -0.286 -0.121 -0.247
N 1.831 -0.884 0.363 0.129
C 1.592 -2.220 0.269 -0.409
O 2.384 -3.004 -0.223 0.081
C 0.267 -2.661 0.805 -0.298
C -0.835 -3.384 -0.004 -0.011
C -1.379 -3.285 1.451 -0.331
C -2.681 -3.777 1.963 -0.158
C -3.531 -2.938 2.675 -0.030
C -4.744 -3.409 3.161 -0.084
C -5.117 -4.725 2.938 -0.095
C -4.275 -5.569 2.226 -0.083
C -3.066 -5.097 1.742 -0.028
C -0.857 -1.824 1.468 -0.057
C 0.045 -3.719 1.910 -0.007
H 2.345 0.616 2.543 0.072
H 4.004 0.022 2.552 0.086
H 3.683 1.752 2.685 0.083
H 4.460 1.209 0.409 0.150
H 1.552 2.059 0.634 0.125
H 2.954 3.033 0.179 0.129
H 0.500 3.550 -1.038 0.136
H 2.011 4.310 -1.494 0.130
H 1.228 4.429 -3.869 0.155
H -0.906 3.816 -4.559 0.120
H -0.905 2.719 -3.193 0.113
H -2.758 4.790 -3.462 0.112
H -2.244 4.219 -1.872 0.111
H -1.630 6.735 -2.247 0.147
H 2.222 -0.303 -2.147 0.132
H 3.862 0.346 -2.044 0.136
H 3.829 -1.053 -0.087 0.154
H 1.117 -0.300 0.765 0.131
H -1.357 -2.790 -0.756 0.121
H -0.582 -4.379 -0.368 0.118
H -3.242 -1.909 2.848 0.109
H -5.398 -2.747 3.713 0.102
H -6.063 -5.093 3.316 0.100
H -4.563 -6.597 2.048 0.102
H -2.411 -5.757 1.185 0.116
H -0.637 -1.403 2.452 0.115
H -1.389 -1.119 0.827 0.118
H 0.348 -4.736 1.667 0.120
H 0.333 -3.433 2.923 0.120
```

Properties
HOMO level   -0.3395 Ha
Energy relative to the best compared isomer or geometry (same formula, charge and spin)   271.7 kJ/mol
E_tot   -1283.8325 Ha
Charge   0
Frontier orbital gap   9.5 eV

# C23H29N3O4

C23H29N3O4 in the gas phase (ωB97M-V with the def2-TZVPD basis set, the Open Molecules 2025 dataset).

XYZ file:
```
59
Properties=species:S:1:pos:R:3:lowdin_charge:R:1
C -2.857 -2.528 2.844 -0.104
O -2.795 -1.766 1.665 -0.213
C -3.972 -1.810 0.887 -0.206
C -5.101 -0.907 1.436 -0.059
C -5.536 0.094 0.378 -0.464
O -6.580 -0.044 -0.233 0.054
N -4.701 1.131 0.145 -0.046
C -3.456 1.383 0.844 -0.122
C -2.490 2.181 -0.038 -0.098
C -2.551 1.661 -1.479 -0.306
O -2.305 0.265 -1.534 -0.023
C -1.046 -0.224 -1.377 -0.247
C -0.939 -1.618 -1.384 0.011
C 0.286 -2.224 -1.239 -0.001
C 1.444 -1.466 -1.073 -0.137
C 2.743 -2.185 -0.936 -0.455
O 2.928 -3.294 -1.407 0.055
N 3.678 -1.534 -0.205 0.059
C 5.050 -1.964 -0.149 -0.166
C 5.973 -0.931 -0.818 -0.111
C 5.986 0.364 -0.059 -0.282
C 7.159 0.879 0.486 -0.018
C 7.112 2.077 1.178 -0.063
C 5.894 2.725 1.314 -0.065
C 4.778 2.132 0.749 -0.131
N 4.820 0.992 0.081 0.088
C 1.341 -0.081 -1.095 -0.019
C 0.111 0.537 -1.245 -0.011
C -3.962 1.883 -2.053 -0.081
C -4.997 2.046 -0.934 -0.133
H -3.636 -2.166 3.525 0.087
H -3.049 -3.584 2.620 0.091
H -1.885 -2.432 3.324 0.091
H -4.324 -2.846 0.801 0.127
H -3.671 -1.469 -0.107 0.111
H -5.978 -1.502 1.693 0.121
H -4.756 -0.389 2.331 0.118
H -2.978 0.441 1.111 0.106
H -3.654 1.948 1.767 0.133
H -2.740 3.243 -0.045 0.121
H -1.484 2.072 0.369 0.112
H -1.815 2.187 -2.103 0.144
H -1.836 -2.202 -1.512 0.117
H 0.374 -3.300 -1.251 0.121
H 3.535 -0.569 0.066 0.086
H 5.112 -2.922 -0.672 0.118
H 5.352 -2.106 0.895 0.125
H 6.984 -1.333 -0.882 0.112
H 5.604 -0.751 -1.830 0.128
H 8.091 0.349 0.365 0.110
H 8.010 2.498 1.605 0.107
H 5.813 3.661 1.845 0.101
H 3.799 2.586 0.830 0.108
H 2.222 0.541 -1.022 0.102
H 0.077 1.616 -1.271 0.104
H -3.977 2.762 -2.696 0.118
H -4.211 1.009 -2.655 0.127
H -5.997 1.810 -1.300 0.121
H -4.995 3.071 -0.549 0.127
```

Properties
HOMO level   -0.3112 Ha
Energy relative to the best compared isomer or geometry (same formula, charge and spin)   144.6 kJ/mol
E_tot   -1359.0842 Ha
Charge   0
Frontier orbital gap   9.0 eV

# C23H29N3O5S

C23H29N3O5S in the gas phase (ωB97M-V with the def2-TZVPD basis set, the Open Molecules 2025 dataset).

XYZ file:
```
61
Properties=species:S:1:pos:R:3:lowdin_charge:R:1
C 7.655 1.547 -3.723 -0.065
C 6.763 1.864 -2.537 -0.227
O 5.751 0.859 -2.460 -0.012
C 4.882 0.999 -1.437 -0.543
O 4.915 1.914 -0.648 0.091
N 3.992 -0.022 -1.376 -0.040
C 3.822 -1.023 -2.405 -0.102
C 2.507 -0.770 -3.149 -0.106
N 1.404 -0.714 -2.212 -0.047
C 0.515 -1.741 -2.171 -0.422
O 0.599 -2.697 -2.922 0.072
C -0.607 -1.617 -1.196 -0.157
C -0.846 -2.640 -0.287 0.003
C -1.920 -2.589 0.578 -0.024
C -2.812 -1.514 0.545 -0.233
N -3.923 -1.480 1.379 -0.173
C -4.707 -0.269 1.511 -0.146
C -3.904 0.871 2.083 -0.221
C -4.072 2.169 1.625 -0.043
C -3.331 3.206 2.164 -0.042
C -2.402 2.969 3.168 -0.282
C -1.602 4.087 3.765 -0.053
C -2.239 1.665 3.624 -0.030
C -2.981 0.629 3.093 -0.013
S -4.300 -2.753 2.411 0.634
C -4.801 -4.054 1.258 -0.098
O -5.456 -2.362 3.157 -0.291
O -3.152 -3.182 3.151 -0.289
C -2.573 -0.489 -0.376 0.008
C -1.489 -0.543 -1.229 -0.023
C 1.576 0.288 -1.185 -0.113
C 2.895 0.043 -0.438 -0.102
H 7.072 1.540 -4.640 0.076
H 8.434 2.299 -3.802 0.077
H 8.114 0.571 -3.596 0.077
H 7.331 1.869 -1.600 0.128
H 6.285 2.843 -2.648 0.127
H 4.666 -0.987 -3.090 0.126
H 3.784 -2.009 -1.927 0.136
H 2.303 -1.579 -3.854 0.124
H 2.563 0.183 -3.685 0.135
H -0.174 -3.485 -0.256 0.125
H -2.043 -3.368 1.309 0.088
H -5.519 -0.522 2.197 0.116
H -5.149 0.003 0.546 0.130
H -4.790 2.375 0.842 0.113
H -3.476 4.212 1.797 0.109
H -1.984 4.330 4.756 0.084
H -0.559 3.798 3.872 0.079
H -1.659 4.980 3.148 0.074
H -1.523 1.463 4.407 0.115
H -2.849 -0.380 3.458 0.111
H -5.778 -3.779 0.882 0.068
H -4.078 -4.126 0.456 0.056
H -4.854 -4.983 1.811 0.071
H -3.228 0.363 -0.432 0.103
H -1.338 0.255 -1.941 0.126
H 0.744 0.257 -0.482 0.118
H 1.610 1.277 -1.658 0.137
H 3.096 0.854 0.263 0.126
H 2.838 -0.908 0.104 0.135
```

Properties
HOMO level   -0.3183 Ha
Energy relative to the best compared isomer or geometry (same formula, charge and spin)   58.1 kJ/mol
E_tot   -1832.5317 Ha
Charge   0
Frontier orbital gap   9.2 eV

Max |F| values (in Eh/bohr) by entry order: 0.1823 0.0028 0.0126 0.0217.